[1]
{"formula": "C16H32Cl2F6O15PV", "method": "wB97M-V/def2-TZVPD", "total_energy_ha": -4562.44523, "lumo_ev": [-3.310, -3.569], "multiplicity": 4, "total_charge": 1, "mol_weight_g_mol": 731.23, "homo_energy_ev": [-12.29, -12.29], "elements": ["V", "P", "F", "F", "F", "F", "F", "F", "C", "O", "C", "O", "O", "C", "H", "H", "H", "H", "H", "H", "C", "O", "C", "O", "O", "C", "H", "H", "H", "H", "H", "H", "C", "O", "C", "O", "O", "C", "H", "H", "H", "H", "H", "H", "C", "O", "C", "O", "O", "C", "H", "H", "H", "H", "H", "H", "C", "O", "C", "O", "O", "C", "H", "H", "H", "H", "H", "H", "C", "Cl", "Cl", "H", "H"], "positions_angstrom": [[-0.07153, -0.77102, -0.18228], [-0.34730, 2.82942, -0.69788], [-1.33169, 4.10432, -0.54706], [0.99092, 3.79434, -0.95510], [-0.05005, 2.94981, 0.92580], [0.63423, 1.51623, -0.73362], [-1.55386, 1.78189, -0.51028], [-0.52177, 2.84921, -2.27940], [-4.33080, 0.42163, 0.11307], [-4.35132, -0.54195, 1.18013], [-3.39994, -1.44967, 1.18793], [-2.32149, -1.32588, 0.61511], [-3.76837, -2.47574, 1.95573], [-2.88772, -3.60761, 2.11558], [-4.06716, -0.05171, -0.83076], [-3.61003, 1.22366, 0.27494], [-5.27672, 0.95357, 0.03852], [-3.13354, -4.08476, 3.05866], [-1.82525, -3.37955, 2.02510], [-3.06622, -4.24322, 1.24700], [2.53478, 1.36045, -3.25076], [2.97273, -0.01281, -3.29718], [2.24688, -0.96659, -2.73573], [1.30158, -0.77948, -1.99781], [2.73206, -2.13607, -3.10370], [2.09706, -3.28674, -2.63088], [3.14865, 1.90681, -2.54046], [1.50238, 1.58893, -2.98717], [2.56069, 1.66649, -4.29548], [2.83976, -4.07971, -2.57054], [1.22332, -3.57232, -3.21527], [1.74875, -3.13530, -1.60590], [3.50603, 1.75459, 0.62950], [4.09569, 0.57839, 1.18078], [3.38029, -0.54927, 0.98281], [2.23051, -0.60432, 0.57257], [4.13127, -1.59388, 1.32927], [3.69028, -2.91355, 1.08647], [4.29146, 2.44973, 0.33272], [2.96754, 2.32951, 1.38505], [2.83868, 1.59919, -0.21392], [3.39573, -3.13089, 0.06115], [2.97349, -3.28043, 1.82319], [4.54021, -3.55889, 1.31144], [-2.87069, 1.08831, -3.36352], [-3.16227, -0.34043, -3.32306], [-2.34756, -1.14921, -2.65309], [-1.42046, -0.80887, -1.92380], [-2.68525, -2.39700, -2.94015], [-1.95329, -3.51757, -2.40337], [-3.10170, 1.57336, -2.41531], [-3.30937, 1.49096, -4.26983], [-1.79226, 1.25985, -3.36200], [-1.09468, -3.72757, -3.03630], [-2.65428, -4.34886, -2.39749], [-1.71678, -3.27212, -1.36759], [1.54146, -0.99555, 3.66639], [0.30588, -0.35870, 4.03129], [-0.44782, 0.26310, 3.12391], [-0.30965, 0.09717, 1.89957], [-1.31095, 1.01277, 3.69584], [-2.18636, 1.85845, 2.91868], [1.47989, -1.68256, 2.82544], [1.93994, -1.52854, 4.52792], [2.30969, -0.24541, 3.47333], [-2.91807, 2.34034, 3.56662], [-2.77597, 1.20578, 2.27800], [-1.70559, 2.69959, 2.42321], [1.51065, 5.45614, 2.00725], [2.18975, 4.20895, 3.05774], [0.89315, 6.83608, 2.89607], [2.27269, 5.82616, 1.32735], [0.65972, 5.02855, 1.48560]], "lowdin_charge": [1.15, 0.24, -0.13, -0.17, -0.19, -0.20, -0.15, -0.12, 0.00, 0.04, -0.56, 0.03, 0.04, 0.00, 0.09, 0.07, 0.11, 0.11, 0.08, 0.10, 0.01, 0.05, -0.55, 0.02, 0.06, -0.04, 0.10, 0.07, 0.11, 0.11, 0.09, 0.08, -0.03, 0.04, -0.54, 0.03, 0.03, -0.03, 0.11, 0.04, 0.06, 0.08, 0.09, 0.11, 0.02, 0.03, -0.55, 0.00, 0.03, 0.02, 0.08, 0.11, 0.08, 0.09, 0.11, 0.08, 0.00, 0.04, -0.55, 0.00, 0.08, 0.03, 0.07, 0.11, 0.11, 0.11, 0.08, 0.10, -1.04, 0.54, 0.53, 0.03, -0.01]}

[2]
{"formula": "C16H32ClFNO36S10", "method": "wB97M-V/def2-TZVPD", "total_energy_ha": -7934.13023, "lumo_ev": 1.622, "total_charge": -1, "mol_weight_g_mol": 1189.52, "homo_energy_ev": -7.31, "elements": ["O", "S", "O", "F", "N", "S", "O", "O", "Cl", "C", "C", "O", "S", "O", "O", "O", "H", "H", "H", "H", "C", "C", "O", "S", "O", "O", "O", "H", "H", "H", "H", "C", "C", "O", "S", "O", "O", "O", "H", "H", "H", "H", "C", "C", "O", "S", "O", "O", "O", "H", "H", "H", "H", "C", "C", "O", "S", "O", "O", "O", "H", "H", "H", "H", "C", "C", "O", "S", "O", "O", "O", "H", "H", "H", "H", "C", "C", "O", "S", "O", "O", "O", "H", "H", "H", "H", "C", "C", "O", "S", "O", "O", "O", "H", "H", "H", "H"], "positions_angstrom": [[0.14258, -0.48931, -3.91183], [1.15465, -0.80830, -4.87359], [0.83030, -1.86055, -5.80667], [1.30824, 0.46936, -5.77917], [2.54495, -1.15803, -4.24939], [2.97631, -0.22356, -3.00585], [2.05789, -0.23260, -1.91001], [3.46974, 1.05692, -3.44472], [4.62629, -1.27822, -2.40438], [3.30852, -0.76212, 3.26563], [3.29582, 0.68138, 3.72430], [3.01268, 1.42680, 2.53556], [2.06332, 0.57247, 1.56797], [0.71045, 0.98458, 1.77125], [2.64044, 0.54544, 0.27894], [2.25188, -0.83793, 2.30034], [4.24519, -1.01912, 2.76601], [3.12531, -1.46295, 4.07608], [4.24087, 1.00340, 4.14615], [2.49607, 0.86019, 4.44695], [-1.00571, 3.37494, 1.67049], [-1.94471, 2.44092, 0.93909], [-2.99338, 2.18082, 1.91042], [-3.22228, 3.48300, 2.79406], [-4.32934, 4.20978, 2.27362], [-3.18198, 3.10262, 4.16683], [-1.88555, 4.24530, 2.41522], [-0.36127, 2.84669, 2.37574], [-0.39497, 3.96507, 0.99314], [-1.46489, 1.51022, 0.64747], [-2.38436, 2.93095, 0.06689], [-2.00134, -4.93973, -1.46718], [-2.17420, -4.04257, -0.25874], [-0.96947, -3.27342, -0.22004], [-0.44530, -3.00065, -1.71408], [-0.88422, -1.72745, -2.15318], [0.91506, -3.39160, -1.77955], [-1.35608, -4.11321, -2.43780], [-1.35050, -5.78871, -1.24519], [-2.94829, -5.30009, -1.86246], [-2.28985, -4.59662, 0.66841], [-3.01873, -3.36007, -0.38106], [4.48297, -3.00313, -7.50258], [3.38640, -3.74239, -6.76994], [3.96345, -5.04419, -6.51522], [5.52994, -4.90466, -6.28064], [5.81724, -4.88072, -4.88977], [6.19435, -5.82329, -7.14234], [5.69571, -3.42438, -6.85614], [4.54006, -3.29765, -8.55327], [4.37486, -1.92417, -7.42982], [2.47855, -3.84408, -7.35640], [3.15228, -3.26450, -5.81749], [5.53912, 4.65002, 1.72813], [6.74305, 4.55039, 2.64354], [6.23284, 4.92273, 3.93535], [4.71423, 4.44165, 4.07038], [4.67220, 3.19711, 4.76057], [3.92792, 5.54158, 4.50050], [4.45495, 4.15830, 2.52705], [5.32554, 5.68459, 1.45317], [5.63711, 4.04689, 0.82923], [7.55033, 5.21910, 2.35847], [7.11865, 3.52697, 2.70302], [-1.81818, -0.05815, 4.79077], [-1.15845, -0.66404, 3.56855], [-0.77365, -1.98265, 4.00174], [-1.83662, -2.53704, 5.05294], [-2.76150, -3.38306, 4.38625], [-1.13658, -2.99179, 6.20578], [-2.55021, -1.14990, 5.37360], [-1.07944, 0.28782, 5.51713], [-2.49738, 0.75450, 4.54681], [-0.28173, -0.11605, 3.23390], [-1.86428, -0.76473, 2.74158], [-3.09495, 0.41352, -3.58349], [-1.92369, 1.26143, -4.01235], [-2.46262, 2.61075, -4.06136], [-3.55221, 2.77149, -2.93273], [-2.93250, 3.38458, -1.80181], [-4.74369, 3.31492, -3.48782], [-3.76827, 1.23321, -2.60156], [-3.78648, 0.21488, -4.40435], [-2.77633, -0.52303, -3.13329], [-1.52742, 0.98734, -4.98203], [-1.13010, 1.22461, -3.27118], [-7.23860, 0.44309, 1.79453], [-6.49395, 1.16787, 2.89670], [-6.36546, 0.18844, 3.93451], [-6.20349, -1.26451, 3.29686], [-4.82442, -1.59346, 3.24229], [-7.15143, -2.12739, 3.90843], [-6.69336, -0.88705, 1.81807], [-8.30836, 0.38214, 2.00401], [-7.08375, 0.89021, 0.81612], [-7.02889, 2.03589, 3.27191], [-5.49394, 1.46597, 2.57802]], "lowdin_charge": [-0.33, 0.47, -0.31, -0.17, -0.36, 0.21, -0.36, -0.36, 0.35, -0.15, -0.17, -0.19, 0.64, -0.25, -0.20, -0.17, 0.14, 0.14, 0.11, 0.14, -0.14, -0.13, -0.20, 0.57, -0.23, -0.24, -0.18, 0.11, 0.14, 0.13, 0.09, -0.17, -0.17, -0.19, 0.61, -0.23, -0.20, -0.18, 0.13, 0.13, 0.14, 0.13, -0.15, -0.15, -0.19, 0.59, -0.22, -0.24, -0.19, 0.13, 0.14, 0.13, 0.11, -0.15, -0.16, -0.19, 0.60, -0.23, -0.21, -0.19, 0.14, 0.14, 0.13, 0.13, -0.14, -0.15, -0.19, 0.58, -0.23, -0.23, -0.19, 0.14, 0.11, 0.09, 0.14, -0.13, -0.15, -0.18, 0.59, -0.25, -0.23, -0.19, 0.13, 0.12, 0.13, 0.12, -0.15, -0.15, -0.18, 0.60, -0.22, -0.22, -0.19, 0.13, 0.14, 0.14, 0.11]}

[3]
{"formula": "C16H32ClI2N2OP2Yb", "method": "wB97M-V/def2-TZVPD", "total_energy_ha": -3710.01362, "lumo_ev": [-6.573, -10.345], "multiplicity": 2, "total_charge": 2, "mol_weight_g_mol": 792.69, "homo_energy_ev": [-13.26, -12.59], "de_lowest_kcal_mol": 0.0, "elements": ["I", "I", "Yb", "P", "C", "C", "H", "H", "H", "H", "H", "H", "C", "H", "H", "H", "P", "C", "C", "H", "H", "H", "C", "H", "H", "H", "H", "H", "H", "Cl", "C", "C", "N", "C", "C", "C", "O", "C", "C", "C", "C", "N", "C", "H", "H", "H", "H", "H", "H", "H", "H", "H", "H", "H", "H", "H", "H"], "positions_angstrom": [[-0.57507, 0.91710, -2.67861], [-0.15546, 2.37567, -0.59230], [3.22610, -1.97172, -1.05118], [2.67111, -3.65713, 0.88666], [1.59972, -4.34903, 2.18189], [2.74170, -4.98481, -0.38317], [3.11221, -5.89248, 0.09886], [4.47729, -4.83623, 1.99087], [3.39561, -4.78125, -1.25383], [5.16054, -3.61672, 0.87491], [0.61039, -4.55196, 1.74413], [1.72243, -5.16866, -0.74929], [4.35305, -3.82312, 1.59585], [1.99368, -5.26587, 2.64689], [4.44197, -3.10077, 2.41671], [1.47212, -3.56848, 2.95198], [2.38654, 1.34712, -3.17444], [1.82814, 2.93111, -3.94183], [4.16708, 1.79552, -2.93846], [3.34244, -0.41177, -4.58606], [2.84177, 1.03170, -5.55730], [1.61719, -0.12339, -4.92631], [2.57394, 0.36062, -4.72481], [4.81453, 0.91672, -3.09611], [4.41383, 2.60698, -3.63294], [2.58446, 3.19766, -4.68339], [1.77192, 3.71579, -3.17960], [4.27534, 2.13888, -1.90002], [0.84412, 2.81999, -4.41315], [4.89026, -2.41115, -2.69795], [-5.24271, 2.64634, -0.57025], [-5.25190, 1.71695, 0.61887], [-3.95389, 1.57138, 1.29380], [-3.57702, 2.74704, 2.08427], [-4.47541, 2.95221, 3.30178], [-3.04909, 0.71755, 0.66738], [-3.26634, 0.28663, -0.46432], [-1.83761, 0.20542, 1.39933], [-1.64104, 0.31228, 2.78107], [-0.45463, -0.16892, 3.32186], [0.52782, -0.68099, 2.45201], [0.27774, -0.92138, 1.15776], [-0.89944, -0.55574, 0.67124], [-4.83839, 3.63096, -0.29310], [-6.25578, 2.78077, -0.96708], [-4.61281, 2.21334, -1.36333], [-5.93857, 2.06858, 1.38592], [-5.56371, 0.72323, 0.29311], [-2.53874, 2.66339, 2.39006], [-3.65132, 3.65642, 1.45459], [-4.62788, 2.01057, 3.85553], [-3.99130, 3.67017, 3.98401], [-5.45963, 3.36703, 3.03703], [-2.42542, 0.74037, 3.41060], [-0.24438, -0.14151, 4.39282], [1.51878, -0.97059, 2.81839], [-1.12629, -0.88182, -0.34138]], "nbo_charge": [0.13, 0.02, 1.53, 0.65, -0.92, -0.96, 0.27, 0.26, 0.26, 0.25, 0.26, 0.25, -0.94, 0.26, 0.25, 0.25, 0.74, -0.92, -0.94, 0.25, 0.25, 0.22, -0.94, 0.25, 0.24, 0.24, 0.24, 0.23, 0.24, -0.73, -0.61, -0.25, -0.13, -0.26, -0.63, 0.65, -0.43, -0.21, -0.13, -0.25, 0.07, -0.46, 0.10, 0.21, 0.26, 0.24, 0.24, 0.25, 0.23, 0.26, 0.23, 0.26, 0.24, 0.23, 0.25, 0.21, 0.23]}

[4]
{"formula": "C16H32CoK3O16P", "method": "wB97M-V/def2-TZVPD", "total_energy_ha": -5356.29627, "lumo_ev": [-7.351, -7.352], "multiplicity": 4, "total_charge": 2, "mol_weight_g_mol": 687.62, "homo_energy_ev": [-13.86, -13.86], "de_lowest_kcal_mol": 19.3, "elements": ["Co", "K", "K", "K", "P", "O", "O", "O", "O", "C", "C", "O", "C", "O", "O", "C", "H", "H", "H", "H", "H", "H", "H", "H", "C", "C", "O", "C", "O", "O", "C", "H", "H", "H", "H", "H", "H", "H", "H", "C", "C", "O", "C", "O", "O", "C", "H", "H", "H", "H", "H", "H", "H", "H", "C", "C", "O", "C", "O", "O", "C", "H", "H", "H", "H", "H", "H", "H", "H"], "positions_angstrom": [[-0.86627, -1.41540, 1.17600], [-4.09342, 1.08000, 3.33858], [-5.15556, -1.68980, 1.15718], [-6.21580, 1.84081, 0.57868], [-2.57145, -0.02372, 0.84107], [-2.31880, -0.65591, 2.24606], [-3.86092, 0.87470, 0.75511], [-2.46083, -1.35048, 0.09886], [-1.15502, 0.54186, 0.67247], [3.95720, 1.15179, 2.65412], [3.57405, 0.26096, 3.82876], [2.52526, -0.64541, 3.28540], [1.27016, -0.33162, 3.24934], [0.38432, -1.05866, 2.79785], [1.03851, 0.88592, 3.73579], [-0.28124, 1.41723, 4.01201], [3.24835, 1.92422, 2.35581], [4.38032, 0.64571, 1.78639], [4.80273, 1.82538, 2.79357], [3.21074, 0.80840, 4.69848], [4.34880, -0.34898, 4.29334], [-0.72075, 1.61888, 3.03514], [-0.23541, 2.32126, 4.61924], [-0.89101, 0.66914, 4.51861], [3.01041, -4.51471, -0.55653], [2.07858, -3.92065, -1.54097], [2.41773, -2.49394, -1.52572], [1.72757, -1.56584, -0.80146], [0.84769, -1.90990, 0.01925], [2.28323, -0.41690, -0.94853], [1.49398, 0.74150, -0.61231], [2.80788, -4.06204, 0.41413], [4.02949, -4.30201, -0.87954], [3.04610, -5.60352, -0.59281], [1.03962, -4.15102, -1.30520], [2.23271, -4.34957, -2.53110], [0.53897, 0.75449, -1.13755], [1.99810, 1.67405, -0.86593], [1.29112, 0.62958, 0.45279], [-1.16521, -2.66221, -2.68864], [-0.54462, -3.35936, -3.84676], [-1.52163, -4.28960, -4.30655], [-1.55253, -5.53690, -3.88313], [-1.11119, -5.95523, -2.83148], [-2.33772, -6.25155, -4.74858], [-2.68240, -7.57818, -4.54156], [-0.59825, -1.93186, -2.11137], [-1.55583, -3.45759, -2.05390], [-2.02100, -2.15963, -3.13933], [0.38545, -3.77644, -3.46060], [-0.32076, -2.60275, -4.59876], [-3.73099, -7.72716, -4.79915], [-2.40299, -7.92576, -3.54696], [-2.15185, -8.10502, -5.33469], [0.30915, 8.61851, -0.69824], [-0.06612, 8.14037, 0.69698], [-0.04103, 6.76227, 0.58679], [-0.99063, 5.86061, 1.05495], [-1.90955, 6.16193, 1.78668], [-0.61574, 4.64748, 0.58466], [-1.48130, 3.54061, 0.68240], [1.26855, 8.44012, -1.18387], [0.01646, 9.66795, -0.73148], [-0.31431, 8.10884, -1.43283], [-1.05482, 8.43622, 1.04779], [0.54795, 8.56806, 1.48950], [-2.51675, 3.78481, 0.44509], [-1.40571, 2.88390, 1.54906], [-1.19195, 2.84160, -0.10231]], "nbo_charge": [1.57, 0.98, 0.99, 1.00, 2.42, -1.30, -1.34, -1.23, -1.20, -0.68, -0.07, -0.47, 1.05, -0.75, -0.52, -0.26, 0.23, 0.24, 0.25, 0.21, 0.22, 0.20, 0.21, 0.19, -0.64, -0.08, -0.49, 1.05, -0.78, -0.45, -0.26, 0.21, 0.23, 0.24, 0.20, 0.21, 0.21, 0.22, 0.19, -0.63, -0.07, -0.50, 1.00, -0.65, -0.50, -0.26, 0.21, 0.22, 0.21, 0.19, 0.20, 0.19, 0.21, 0.19, -0.63, -0.07, -0.52, 1.00, -0.64, -0.50, -0.26, 0.23, 0.22, 0.21, 0.19, 0.19, 0.17, 0.17, 0.22]}